2 unconnected molecules or ions with the total composition C3H11N3O2 at a distorted geometry. Source: the OMol25 dataset; level of theory: ωB97M-V/def2-TZVPD.

Its total charge is 0. The SMILES is [H]/N=N/N(C)C.COO. The calculation puts the energy above the lowest of the compared OMol25 structures with the same formula, charge and spin at 164.7 kcal/mol. Its calculated total energy is -435.42781 Ha.

Structure (XYZ):
```
19
C3H11N3O2, DFT ωB97M-V/def2-TZVPD
H -0.30 -0.34 2.48
N -0.10 0.45 1.76
N 0.75 0.13 0.89
N 1.12 0.87 -0.07
C 2.16 0.24 -0.87
C 0.59 2.13 -0.20
H 2.72 -0.36 -0.08
H 1.79 -0.56 -1.54
H 2.82 1.01 -1.42
H -0.31 2.15 0.42
H 1.29 2.89 0.20
H 0.36 2.48 -1.14
C -2.55 -1.48 0.19
O -1.63 -1.21 -0.86
O -0.45 -2.02 -0.99
H -2.26 -0.98 1.18
H -2.68 -2.47 0.45
H -3.46 -1.09 -0.19
H 0.14 -1.83 -0.21
```